43
Properties=species:S:1:pos:R:3:lowdin_charge:R:1 method="wB97M-V/def2-TZVPD" largest_force_ev_per_a=1.52 e_homo_ev=-8.057 gap_ev=8.61 relative_energy_kcal_mol=81.91
C -1.323 -2.150 -1.791 -0.11
C -1.104 -2.700 -0.385 -0.26
C -2.346 -2.574 0.509 -0.22
C -2.303 -1.390 1.478 -0.22
C -2.215 -0.039 0.776 -0.22
C -2.265 1.128 1.758 -0.21
C -2.223 2.488 1.062 -0.19
C -0.920 2.721 0.290 -0.11
C -0.955 2.081 -1.075 -0.49
O -1.879 2.160 -1.855 0.07
N 0.173 1.393 -1.445 0.05
N 1.214 1.193 -0.623 0.10
C 2.231 0.509 -0.999 -0.25
C 2.400 -0.128 -2.353 0.00
C 3.286 0.350 -0.028 -0.23
C 3.389 0.808 1.266 -0.01
C 4.635 0.361 1.746 -0.06
C 5.205 -0.334 0.721 -0.12
O 4.401 -0.347 -0.351 0.04
H -1.598 -1.099 -1.769 0.05
H -2.120 -2.697 -2.289 0.07
H -0.418 -2.263 -2.387 0.06
H -0.263 -2.184 0.085 0.10
H -0.827 -3.753 -0.472 0.10
H -3.234 -2.488 -0.120 0.11
H -2.456 -3.485 1.102 0.10
H -1.444 -1.504 2.145 0.12
H -3.204 -1.416 2.096 0.11
H -1.277 0.008 0.225 0.09
H -3.036 0.058 0.062 0.13
H -1.424 1.051 2.452 0.12
H -3.184 1.064 2.345 0.11
H -3.058 2.571 0.364 0.11
H -2.333 3.270 1.816 0.11
H -0.059 2.349 0.844 0.10
H -0.791 3.793 0.122 0.13
H 0.156 0.985 -2.380 0.15
H 2.357 0.629 -3.136 0.09
H 1.604 -0.853 -2.530 0.07
H 3.355 -0.638 -2.410 0.08
H 2.656 1.389 1.785 0.11
H 5.054 0.532 2.717 0.10
H 6.143 -0.846 0.636 0.12